Molecular formula: C13H13N2
Method: DFT, ωB97M-V with the def2-TZVPD basis set

- HOMO: -13.0 eV
- Orbital gap: 7.421 eV
- Energy above the lowest of the compared OMol25 structures with the same formula, charge and spin: 242.11 kJ/mol
- Charge: +1
- E_tot: -16662.2855 eV
- M: 197.3 g mol⁻¹

Last column: Mulliken charge in e.
Atoms and positions in Å:
H -0.0191 1.2974 2.2812  0.3307
C 1.1026 -1.0842 0.2445  -0.1165
C -2.3445 -2.1036 -0.6070  -0.3666
H 2.3143 1.5593 -1.1864  0.4605
C 2.3651 0.7300 -0.5604  -0.3737
H -2.4791 -3.1653 -0.9652  0.4165
C -0.6015 1.7744 -1.1970  -1.8197
H 0.4228 2.6665 1.1019  0.3523
H 4.5855 0.3224 -0.3708  0.4048
N -1.1425 -1.4481 -0.7116  -0.1487
H -0.3837 1.2255 -2.2013  0.3691
C 3.5556 -0.0455 -0.3559  -0.5785
H -0.3936 -2.3492 1.1404  0.4299
H -2.9982 0.6589 0.9828  0.5583
C -0.3475 1.8032 1.2672  -1.4867
C -3.2511 -1.2911 0.0737  -0.7514
H -4.2380 -1.4842 0.3656  0.5013
C -2.5712 -0.1703 0.5054  -0.3557
H 0.0475 2.7071 -1.3689  0.3873
C 1.1206 0.2558 -0.1012  -0.0558
C -1.1939 -0.2641 0.1207  0.4684
N 2.1699 -1.8802 0.3697  -0.6714
C 3.3942 -1.3532 0.1560  -0.2342
C -0.2990 -1.6073 0.3687  0.2593
H -1.6109 2.0818 -1.1205  0.4749
H -1.2791 2.2889 1.4400  0.4610
C -0.2686 0.9073 -0.0007  1.7686
H 4.3432 -2.0324 0.3291  0.3159

---

Molecular formula: C13H13N3O4S
Method: DFT, ωB97M-V with the def2-TZVPD basis set

- HOMO: -8.3 eV
- Orbital gap: 8.682 eV
- Energy above the lowest of the compared OMol25 structures with the same formula, charge and spin: 1002.11 kJ/mol
- Charge: 0
- E_tot: -37175.7785 eV
- M: 307.3 g mol⁻¹

Last column: Mulliken charge in e.
Atoms and positions in Å:
H 3.1920 1.1707 1.5384  0.3416
H 4.3556 3.6838 1.8452  0.2363
C 0.8520 1.5659 0.4908  0.3238
O -4.3941 -2.7062 -0.8477  -0.3744
H 3.0558 3.6079 0.7750  0.4500
H -0.8915 1.2110 -3.2750  0.3870
O -0.4178 1.3665 0.1033  -0.3813
C 3.3857 1.7036 3.6140  0.2286
O -2.7125 -4.5720 -1.5429  -0.5493
H 0.1912 -1.0724 -2.8178  0.4572
C -4.2540 -3.9666 -0.9151  -0.3576
C -0.7969 -1.3608 -2.5983  -0.7210
C -1.0968 0.9231 -2.3065  -1.3164
N 1.3004 1.2283 -1.4405  -0.8115
H -0.4005 -3.7390 -2.5340  0.1207
H -4.2392 -4.4040 -0.1983  0.5133
C -3.2696 -2.0536 -1.3463  0.3858
S 1.1609 1.7646 2.2556  -0.3015
C -2.7801 -0.7955 -1.5844  -0.5964
C 2.7871 1.9764 2.1858  0.4577
H 2.7167 4.1596 2.5323  0.3540
C -0.0212 1.2848 -1.4853  0.9263
C -1.1044 -2.7204 -2.3310  -0.6063
O 4.1989 2.5020 4.1059  -0.6545
H -4.9829 -4.5620 -1.7385  0.2298
H -3.6184 0.0823 -1.0778  0.0195
N 1.8049 1.4099 -0.1645  0.0607
N 3.0631 0.6101 4.0943  -0.2772
C -1.6719 -0.3388 -2.0473  1.2083
C 3.1426 3.4876 1.8616  -1.3003
H -2.0150 1.5391 -1.9787  0.2978
H 3.2768 0.4440 5.0538  0.2592
H 2.5217 -0.1570 3.5895  0.2554
C -2.3388 -3.2726 -1.8156  0.7349

---

Molecular formula: C13H13NO4Sr
Method: DFT, ωB97M-V with the def2-TZVPD basis set

- HOMO: -14.0 eV
- Orbital gap: 5.316 eV
- Charge: +2
- E_tot: -24191.5719 eV
- M: 334.9 g mol⁻¹

Last column: Mulliken charge in e.
Atoms and positions in Å:
H 3.2966 0.5115 -2.2040  0.4862
H 0.5855 0.2706 -1.8623  0.4941
C -4.2771 -0.6653 0.2684  -0.4981
O 0.2979 1.7288 0.6705  -0.4017
N 2.1820 -2.4344 0.3814  -0.5178
H 2.7758 -1.0224 -1.4780  0.3264
C -2.0217 -0.3138 -0.4916  0.2724
C 2.8200 0.0496 -1.3454  -0.5964
H 0.1360 -2.3287 0.2036  0.5107
H 1.5051 1.6528 -1.5562  0.5288
H 2.0230 -3.3389 -0.0632  0.2841
H -5.1394 -1.3049 0.3363  0.4253
H -1.1638 -0.7152 -1.0098  0.4490
H -5.1328 0.9636 1.3399  0.4096
C -4.2620 0.6090 0.8134  -0.6034
C -2.0137 0.9709 0.0341  0.7815
C -3.1496 1.4321 0.6965  -0.6005
H -3.1241 -2.1076 -0.8377  0.4217
H 1.7183 -0.4612 1.9584  0.4412
C 1.0608 -1.8539 0.5199  -0.2423
C 1.3842 0.6173 -1.2230  -1.0163
O 4.4984 0.1942 0.4242  -1.2677
H -3.1869 2.4199 1.1244  0.4827
C 1.1662 0.7561 0.2612  1.0076
Sr 6.4267 -0.5629 0.4765  2.2124
C -0.8908 1.9359 -0.0741  -0.1655
C 3.3682 0.5022 -0.0291  0.5503
O 2.5571 1.2131 0.6467  -0.2755
C 0.9688 -0.5133 1.1758  -0.9823
H 0.0147 -0.3898 1.6700  0.4184
O -0.9887 2.9381 -0.6689  -0.4077
C -3.1430 -1.1295 -0.3879  -0.9273

---

Molecular formula: C13H14Br4CeO6
Method: DFT, ωB97M-V with the def2-TZVPD basis set

- HOMO (alpha / beta): -10.7 / -10.7 eV
- Orbital gap (alpha / beta): 7.606 / 7.619 eV
- Energy above the lowest of the compared OMol25 structures with the same formula, charge and spin: 220.80 kJ/mol
- 2S+1: 2
- Charge: +1
- <S²>: 0.75
- E_tot: -319084.3143 eV
- M: 726.0 g mol⁻¹

Last column: Mulliken charge in e.
Atoms and positions in Å:
O -0.3010 -0.4560 -2.1954  -0.2613
C -2.0097 0.0133 -3.7454  -0.0546
H 1.2020 3.2232 -0.7004  0.4953
C -0.1229 2.2166 1.2839  -0.6383
O -0.0522 1.6888 -0.0445  -0.1821
C 1.0207 2.1558 -0.8747  -0.6119
C -2.5724 -0.5081 -1.4463  0.4132
H 0.2188 1.5945 3.3207  0.5139
O 2.1104 -0.0421 -0.6521  -0.2922
Br -5.1720 -0.5668 -0.3998  -0.1107
H 0.6672 2.0013 -1.9065  0.2748
C 2.5834 -0.6742 -1.8587  -0.8995
C 2.3290 1.3750 -0.6389  -0.4746
H 2.0899 -0.2618 -2.7488  0.4216
C -3.9187 -0.3743 -1.7905  -0.2153
C -3.3493 0.1572 -4.0710  0.3413
O 0.0734 -0.0439 2.0375  -0.0876
H -1.1947 2.2837 1.5094  0.3416
H 2.3431 -1.7406 -1.7750  0.2960
H 1.6318 1.3164 2.2715  0.2443
O -2.1845 -0.7847 -0.1951  -0.6609
H 2.7486 1.6115 0.3459  0.2101
C 0.1370 -0.9141 3.1738  -0.7982
Br -3.8425 0.6523 -5.8210  -0.1318
Br -0.6239 0.3612 -4.9706  -0.1340
C -4.3142 -0.0440 -3.0840  0.0904
H -0.4712 -0.5213 3.9957  0.3159
H 1.1755 -1.0289 3.5050  0.3348
H -0.2692 -1.8834 2.8624  0.2827
C -1.3671 -2.7136 -0.2543  0.1912
C -1.5879 -0.3323 -2.4611  0.3285
O -1.7890 -3.1085 -1.2410  -0.1631
H 3.6695 -0.5538 -1.9327  0.3546
Br -6.1390 0.1938 -3.4850  -0.1355
Ce -0.1463 -0.6655 -0.1865  0.9135
C 0.5319 1.2846 2.3169  -0.4345
H 0.3192 3.2165 1.3343  0.3912
H 3.0574 1.6530 -1.4066  0.5312

---

Molecular formula: C13H14Cl3N2O8ReS
Method: DFT, ωB97M-V with the def2-TZVPD basis set

- HOMO (alpha / beta): -12.4 / -12.3 eV
- Orbital gap (alpha / beta): 6.929 / 7.196 eV
- Energy above the lowest of the compared OMol25 structures with the same formula, charge and spin: 55.75 kJ/mol
- 2S+1: 2
- Charge: +1
- <S²>: 0.77
- E_tot: -83594.0019 eV
- M: 650.9 g mol⁻¹

Last column: Mulliken charge in e.
Atoms and positions in Å:
O 1.8242 0.5376 2.3679  -0.6971
H 3.2989 4.3526 -1.5787  0.3439
C -0.1349 -3.2007 3.6105  0.5288
C 0.5132 2.1251 -0.1037  -0.1596
H -1.9428 -2.1761 -1.1911  0.1560
C 1.9389 -1.1777 -1.0670  -0.2236
H 2.3235 -0.2958 -1.5768  0.4055
C 0.8110 5.3075 -2.1400  -1.3954
O -1.2633 -3.1992 1.4954  -0.4975
H -3.2232 -3.1456 -1.6367  0.4073
Cl 1.3425 -3.9546 2.9861  -0.0602
C 0.1913 3.2606 -0.8192  -1.0231
O -3.4196 -0.6244 1.9385  -0.4846
H 1.6899 5.8836 -2.4214  0.3645
O 0.7060 -1.8717 -3.0284  -0.5878
Cl 0.0546 -1.3928 3.2630  -0.0832
H 3.8972 2.3118 -0.3194  0.5060
S 2.3481 0.4204 1.0420  1.4506
N 1.4746 -0.8540 0.2985  0.1202
C -3.7460 -1.8745 -0.0536  -0.4802
O -1.7358 -0.6825 0.4241  -0.6642
C 2.8612 2.5882 -0.4575  -0.4805
H 0.1524 5.9507 -1.5553  0.3575
O -0.1863 -2.2367 -1.0144  -0.7962
C 1.8526 1.7917 0.0667  0.1829
C -1.3090 -3.7012 2.7300  0.4016
C 1.1855 4.0806 -1.3602  0.8519
H -4.6839 -1.3950 -0.3220  0.4024
Re -0.1364 -1.6562 0.9139  1.2058
O -2.1183 -4.4773 3.1180  -0.5024
Cl -0.3678 -3.4384 5.2926  -0.0427
H -0.2773 1.5224 0.3252  0.4247
O 3.7323 0.1725 0.8048  -0.6817
H -3.9605 -2.8036 0.4705  0.3214
C -2.9672 -0.9798 0.9031  0.4811
H 2.7482 -1.9094 -1.0188  0.3217
H -3.2067 -1.5578 -2.0618  0.4157
C 0.7753 -1.7813 -1.8406  0.2594
H -0.8497 3.5258 -0.9589  0.4249
N -2.9869 -2.2090 -1.3076  -0.0338
H 0.2777 5.0346 -3.0520  0.3260
C 2.5162 3.7294 -1.1656  -0.7660

---

Molecular formula: C13H14F11N2O2
Method: DFT, ωB97M-V with the def2-TZVPD basis set

- HOMO: -14.0 eV
- Orbital gap: 9.073 eV
- Charge: +1
- E_tot: -50667.1592 eV
- M: 439.2 g mol⁻¹

Last column: Mulliken charge in e.
Atoms and positions in Å:
H -1.3112 -1.6357 6.1187  0.3292
C 0.4027 -3.0666 1.6787  0.2224
O -0.4617 1.6775 -3.9745  -0.3996
H 1.2896 1.0171 -4.9208  0.3141
F -0.6723 0.2916 -2.2814  -0.3208
F 0.1192 3.7344 -2.1046  -0.2147
C -0.8622 0.0263 4.7867  0.8125
F 1.2740 1.1605 -2.6525  -0.2823
N -1.2405 -1.4463 1.0331  -0.8328
H -0.5645 0.3171 0.1028  0.5818
H -2.5330 -4.0230 4.1424  0.3920
H 3.2688 2.7253 -4.8705  0.2862
H 0.5733 -4.0650 2.1362  0.3948
H -1.8759 -4.4716 1.7514  0.3784
C 0.5380 1.8051 -4.9890  -0.7125
C 1.5092 -2.2482 1.1827  -0.7865
H -2.9364 -2.9683 1.9298  0.3625
H -0.7618 -3.7421 4.0453  0.3802
C -0.2804 -0.6509 0.5636  -0.4571
O -1.9827 -2.0110 4.1307  -0.2956
F -0.7263 0.7397 5.9274  -0.2607
F -1.9365 0.4965 4.0982  -0.2374
F 0.2715 4.1394 -4.7928  -0.2677
C -1.7531 -3.3480 3.7085  -0.4866
C -1.0022 -1.5372 5.0416  -0.4919
F 1.3502 3.3730 -6.5110  -0.3212
C -1.9392 -3.4295 2.1346  -0.7840
H 0.0209 -1.9521 4.8835  0.2854
H 2.5663 -2.5788 1.2725  0.4119
H 1.9236 -0.2428 0.2266  0.4939
C 2.5169 3.4247 -4.4946  0.0964
C -0.0451 1.4353 -2.6733  0.8465
H -1.5123 2.6984 -1.6844  0.2626
F 2.9559 4.6801 -4.7418  -0.2695
F 0.0274 2.3077 -0.4643  -0.2523
C -0.4280 2.5710 -1.7227  0.2069
C 1.1659 3.1996 -5.1733  0.8701
H -0.0003 1.5955 -5.9145  0.4001
N -0.8439 -2.5666 1.5637  0.8915
C 1.1648 -0.9524 0.6057  -0.0828
F 2.4399 3.3001 -3.1508  -0.2063
F 0.2916 0.2203 4.0521  -0.2570

---

- Look up the E_tot of the third one.
  -24191.5719 eV

---

- The highest charge belongs to which entry?
  C13H13NO4Sr

---

- Which value of E_tot does entry 1 give?
  -16662.2855 eV